(1)
Formula: C5H13N
Source: the Open Molecules 2025 dataset
Level of theory: ωB97M-V/def2-TZVPD

As for the net charge: 0. The value obtained for the LUMO energy is 1.24 eV. As for the HOMO energy: -8.6 eV. The SMILES is CCN(C)CC. As for the gap between HOMO and LUMO: 9.84 eV.

Last column: natural (NBO) charge in e.
CARTESIAN COORDINATES (ANGSTROEM)
C: -0.36 -1.26 1.79  -0.63
C: 0.66 -0.78 0.74  -0.23
N: 0.07 -0.25 -0.48  -0.45
C: 0.08 1.25 -0.47  -0.22
C: -1.28 1.76 0.04  -0.61
C: 0.82 -0.76 -1.65  -0.41
H: -0.19 -2.30 2.07  0.21
H: -0.42 -0.60 2.66  0.20
H: -1.35 -1.18 1.32  0.22
H: 1.33 -1.62 0.54  0.19
H: 1.39 -0.12 1.24  0.17
H: 0.40 1.58 -1.45  0.19
H: 0.77 1.62 0.29  0.17
H: -1.46 2.78 -0.31  0.21
H: -1.25 1.74 1.12  0.20
H: -2.09 1.17 -0.38  0.21
H: 0.44 -1.76 -1.82  0.20
H: 1.91 -0.79 -1.50  0.17
H: 0.59 -0.14 -2.50  0.19



(2)
Formula: C5H13N
Source: the Open Molecules 2025 dataset
Level of theory: ωB97M-V/def2-TZVPD

As for the net charge: 0. The value obtained for the LUMO energy is 1.07 eV. As for the HOMO energy: -8.3 eV. The SMILES is C=CN.CCC. As for the gap between HOMO and LUMO: 9.39 eV.

Last column: natural (NBO) charge in e.
CARTESIAN COORDINATES (ANGSTROEM)
C: -1.42 -0.78 0.82  -0.63
C: -1.18 0.42 1.66  -0.40
C: -1.18 1.68 0.73  -0.62
H: -0.73 -0.79 0.00  0.22
H: -1.40 -1.80 1.17  0.21
H: -2.48 -0.86 0.41  0.19
H: -1.88 0.58 2.52  0.20
H: -0.21 0.32 2.18  0.20
H: -0.50 2.39 1.20  0.21
H: -2.19 2.10 0.57  0.21
H: -0.55 1.52 -0.17  0.20
C: 2.26 -1.05 -0.34  -0.52
C: 1.75 -0.16 -1.28  0.01
N: 0.96 -0.58 -2.38  -0.82
H: 2.43 -2.10 -0.56  0.20
H: 2.72 -0.68 0.55  0.20
H: 1.73 0.93 -1.23  0.19
H: 1.29 -1.32 -2.93  0.37
H: 0.61 0.18 -2.93  0.37



(3)
Formula: C5H13N
Source: the Open Molecules 2025 dataset
Level of theory: ωB97M-V/def2-TZVPD

As for the net charge: 0. The value obtained for the LUMO energy is 0.36 eV. As for the HOMO energy: -7.6 eV. As for the gap between HOMO and LUMO: 7.95 eV.

Last column: natural (NBO) charge in e.
CARTESIAN COORDINATES (ANGSTROEM)
C: -2.54 -0.03 -0.31  -0.41
N: -2.00 -0.74 0.85  -0.88
C: 0.44 0.78 0.48  -0.51
C: 1.67 0.13 0.62  0.08
C: 1.09 1.02 -0.99  -0.64
C: 1.71 -1.31 0.27  -0.71
H: -1.72 0.12 -1.05  0.19
H: -3.27 -0.69 -0.86  0.18
H: -2.99 0.97 -0.07  0.17
H: -2.65 -0.64 1.62  0.34
H: 0.31 1.76 1.00  0.19
H: -1.02 -0.48 1.17  0.39
H: 2.56 0.73 0.96  0.19
H: 1.97 1.58 -0.98  0.18
H: 1.26 0.10 -1.62  0.24
H: 0.39 1.59 -1.71  0.26
H: 2.56 -1.75 -0.31  0.22
H: 1.55 -1.94 1.15  0.25
H: 0.70 -1.21 -0.22  0.26



(4)
Formula: C5H13N
Source: the Open Molecules 2025 dataset
Level of theory: ωB97M-V/def2-TZVPD

As for the net charge: 0. The value obtained for the LUMO energy is 1.05 eV. As for the HOMO energy: -8.6 eV. The SMILES is C=CN.CCC. As for the gap between HOMO and LUMO: 9.63 eV.

Last column: natural (NBO) charge in e.
CARTESIAN COORDINATES (ANGSTROEM)
C: 3.47 0.31 2.04  -0.61
C: 2.00 0.29 1.67  -0.41
C: 1.64 -0.38 0.33  -0.62
H: 3.57 0.44 3.10  0.21
H: 4.00 1.10 1.51  0.20
H: 3.96 -0.66 1.88  0.20
H: 1.65 1.30 1.69  0.19
H: 1.37 -0.10 2.47  0.20
H: 0.79 -1.05 0.39  0.23
H: 1.28 0.37 -0.38  0.19
H: 2.56 -0.68 -0.17  0.21
C: -3.67 -0.67 -1.31  -0.48
C: -2.59 -0.15 -1.89  0.00
N: -1.59 0.49 -1.14  -0.84
H: -3.81 -0.55 -0.24  0.19
H: -4.52 -1.12 -1.80  0.21
H: -2.44 -0.21 -2.96  0.18
H: -1.99 1.25 -0.60  0.37
H: -0.76 0.81 -1.61  0.37



(5)
Formula: C5H13N
Source: the Open Molecules 2025 dataset
Level of theory: ωB97M-V/def2-TZVPD

As for the net charge: 0. The value obtained for the LUMO energy is 1.14 eV. As for the HOMO energy: -9.4 eV. The SMILES is C=CC.CCN. As for the gap between HOMO and LUMO: 10.50 eV.

Last column: natural (NBO) charge in e.
CARTESIAN COORDINATES (ANGSTROEM)
C: -2.01 -0.47 0.72  -0.66
C: -1.67 -0.72 -0.72  -0.18
C: -1.72 0.17 -1.70  -0.41
H: -3.07 -0.74 0.84  0.22
H: -1.90 0.59 0.92  0.22
H: -1.38 -1.02 1.41  0.21
H: -1.44 -1.76 -0.96  0.19
H: -1.65 -0.23 -2.70  0.20
H: -1.86 1.23 -1.55  0.20
C: 1.86 -0.20 1.63  -0.63
C: 2.18 0.44 0.28  -0.22
N: 0.94 0.78 -0.46  -0.84
H: 1.02 0.37 2.02  0.21
H: 2.65 0.00 2.35  0.21
H: 1.59 -1.25 1.59  0.20
H: 2.87 -0.19 -0.29  0.16
H: 2.72 1.37 0.47  0.18
H: 0.47 -0.08 -0.74  0.36
H: 1.33 1.18 -1.32  0.35



(6)
Formula: C5H13N
Source: the Open Molecules 2025 dataset
Level of theory: ωB97M-V/def2-TZVPD

The spin multiplicity is 2. As for the net charge: +1. The value obtained for the LUMO energy (spin up / spin down) is -3.49 / -9.04 eV. As for the HOMO energy (spin up / spin down): -11.7 / -11.7 eV. As for the gap between HOMO and LUMO (spin up / spin down): 8.19 / 2.64 eV.

Last column: Mulliken spin population.
CARTESIAN COORDINATES (ANGSTROEM)
C: 1.90 -1.40 1.57  0.00
C: 2.25 -0.61 2.78  0.00
C: 3.15 0.31 2.78  0.00
H: 2.83 -1.20 0.84  0.00
H: 1.80 -2.47 1.73  0.00
H: 1.04 -1.14 1.01  0.00
H: 1.74 -0.88 3.62  0.00
H: 3.21 1.12 3.55  0.00
H: 3.89 0.55 2.03  0.00
C: -2.16 1.77 -1.76  0.03
N: -2.38 0.29 -1.56  0.81
C: -2.19 -0.49 -2.93  0.03
H: -2.50 2.08 -2.85  0.04
H: -2.67 2.45 -1.09  0.00
H: -1.03 1.80 -1.43  0.03
H: -3.27 0.21 -1.27  0.00
H: -2.24 0.10 -3.90  0.04
H: -2.73 -1.38 -2.86  0.00
H: -1.12 -0.71 -3.15  0.03



(7)
Formula: C5H13N2
Source: the Open Molecules 2025 dataset
Level of theory: ωB97M-V/def2-TZVPD

The spin multiplicity is 2. As for the net charge: 0. The value obtained for the LUMO energy (spin up / spin down) is 0.44 / 0.37 eV. As for the HOMO energy (spin up / spin down): -2.4 / -7.2 eV. As for the gap between HOMO and LUMO (spin up / spin down): 2.85 / 7.62 eV.

Last column: Mulliken spin population.
CARTESIAN COORDINATES (ANGSTROEM)
C: -2.54 -0.35 0.33  -0.02
C: -1.20 0.27 -0.06  0.20
C: -0.11 0.09 0.98  -0.02
C: 1.24 0.10 0.36  0.45
C: 2.27 -0.69 0.80  0.32
N: 1.38 1.03 -0.71  -0.01
N: -0.68 -0.41 -1.31  0.35
H: -2.43 -1.42 0.48  0.00
H: -3.34 -0.18 -0.40  0.00
H: -2.87 0.09 1.26  -0.04
H: -1.35 1.31 -0.36  0.00
H: -0.24 0.86 1.77  -0.16
H: -0.28 -0.88 1.47  0.09
H: 2.14 -1.37 1.63  0.01
H: 3.26 -0.65 0.35  0.02
H: 1.17 2.00 -0.42  -0.02
H: 2.34 1.02 -1.06  0.04
H: -1.35 -0.34 -2.09  0.01
H: 0.22 0.11 -1.50  -0.06
H: -0.47 -1.41 -1.16  -0.16



(8)
Formula: C5H13N2
Source: the Open Molecules 2025 dataset
Level of theory: ωB97M-V/def2-TZVPD

As for the net charge: +1. The value obtained for the LUMO energy is -3.14 eV. As for the HOMO energy: -12.1 eV. The SMILES is C[C@@H]([NH3+])C/C=C/N. As for the gap between HOMO and LUMO: 8.92 eV.

Last column: natural (NBO) charge in e.
CARTESIAN COORDINATES (ANGSTROEM)
C: -0.06 -1.94 1.82  -0.63
C: -0.19 -0.59 1.16  -0.03
C: -0.93 -0.57 -0.19  -0.46
C: -0.84 0.73 -0.90  -0.37
C: 0.06 1.09 -1.84  0.02
N: 0.20 2.31 -2.39  -0.79
N: 1.16 0.05 0.95  -0.70
H: 0.45 -2.63 1.16  0.22
H: 0.52 -1.89 2.73  0.23
H: -1.04 -2.35 1.97  0.26
H: -0.71 0.10 1.81  0.22
H: -0.64 -1.45 -0.76  0.23
H: -1.98 -0.80 0.02  0.25
H: -1.46 1.53 -0.51  0.21
H: 0.60 0.28 -2.35  0.20
H: -0.35 3.09 -2.06  0.40
H: 0.78 2.48 -3.19  0.41
H: 1.03 0.74 0.18  0.46
H: 1.56 0.47 1.79  0.44
H: 1.83 -0.64 0.60  0.43



(9)
Formula: C5H13N2
Source: the Open Molecules 2025 dataset
Level of theory: ωB97M-V/def2-TZVPD

As for the net charge: +1. The value obtained for the LUMO energy is -3.06 eV. As for the HOMO energy: -14.9 eV. The SMILES is C=NCC(C)(C)[NH3+]. As for the gap between HOMO and LUMO: 11.86 eV.

Last column: natural (NBO) charge in e.
CARTESIAN COORDINATES (ANGSTROEM)
C: -2.55 -0.84 1.33  0.07
C: 1.62 -0.19 0.74  -0.65
C: 1.08 1.35 -1.21  -0.64
C: -0.88 0.53 0.45  -0.27
C: 0.61 0.23 -0.31  0.15
N: -1.59 -0.70 0.53  -0.49
N: 0.24 -0.99 -1.11  -0.74
H: -3.08 -1.78 1.34  0.20
H: -2.88 -0.06 2.01  0.18
H: 1.21 -0.99 1.36  0.23
H: 2.54 -0.55 0.27  0.23
H: 1.88 0.64 1.38  0.25
H: 0.31 1.65 -1.91  0.23
H: 1.96 1.02 -1.76  0.23
H: 1.37 2.21 -0.62  0.25
H: -1.42 1.24 -0.19  0.22
H: -0.69 1.01 1.41  0.22
H: 0.01 -0.77 -2.08  0.43
H: -0.67 -1.30 -0.57  0.46
H: 0.95 -1.72 -1.08  0.43



(10)
Formula: C5H13N2
Source: the Open Molecules 2025 dataset
Level of theory: ωB97M-V/def2-TZVPD

As for the net charge: +1. The value obtained for the LUMO energy (spin up / spin down) is -6.39 / -6.39 eV. As for the HOMO energy (spin up / spin down): -13.1 / -13.1 eV. As for the gap between HOMO and LUMO (spin up / spin down): 6.67 / 6.67 eV.

Last column: natural (NBO) charge in e.
CARTESIAN COORDINATES (ANGSTROEM)
C: -2.64 0.31 0.94  -0.59
C: -0.74 -1.29 -0.75  -0.78
C: 2.94 0.19 -1.12  -0.48
C: -1.20 0.81 0.62  -0.55
C: -0.62 0.16 -0.57  0.36
N: 2.43 0.43 1.19  -0.22
N: 2.12 0.45 0.03  -0.12
H: -2.63 -0.75 0.80  0.20
H: -2.96 0.46 1.99  0.25
H: -3.43 0.74 0.29  0.24
H: -1.78 -1.71 -0.68  0.31
H: -0.37 -1.89 0.07  0.31
H: -0.40 -1.65 -1.70  0.27
H: 2.22 0.16 -1.93  0.21
H: 3.53 -0.79 -1.03  0.25
H: 3.73 0.85 -1.22  0.25
H: -0.61 0.42 1.61  0.29
H: -1.11 1.87 0.80  0.27
H: -0.01 0.81 -1.06  0.22
H: 1.53 0.41 1.72  0.31



(11)
Formula: C5H13N2
Source: the Open Molecules 2025 dataset
Level of theory: ωB97M-V/def2-TZVPD

As for the net charge: +1. The value obtained for the LUMO energy is -3.34 eV. As for the HOMO energy: -14.8 eV. As for the gap between HOMO and LUMO: 11.51 eV.

Last column: natural (NBO) charge in e.
CARTESIAN COORDINATES (ANGSTROEM)
C: 3.57 -0.07 0.42  0.08
C: -1.65 1.63 -0.40  -0.60
C: -2.00 -1.61 0.04  -0.66
C: -1.08 0.70 0.75  -0.51
C: -0.87 -0.62 0.10  0.49
N: 2.75 0.06 -0.55  -0.64
N: 0.36 -0.83 -0.15  -0.68
H: 3.27 -0.07 1.37  0.18
H: 4.58 -0.01 0.19  0.18
H: -1.02 2.58 -0.56  0.24
H: -1.58 1.07 -1.30  0.20
H: -2.74 1.92 -0.12  0.24
H: -2.23 -1.70 1.01  0.25
H: -1.56 -2.41 -0.50  0.23
H: -2.72 -1.15 -0.63  0.26
H: -1.87 0.85 1.61  0.27
H: -0.08 1.21 1.03  0.23
H: 1.33 -0.04 -0.23  0.44
H: 0.60 -1.72 -0.57  0.39
H: 2.95 0.21 -1.52  0.40



(12)
Formula: C5H13N2
Source: the Open Molecules 2025 dataset
Level of theory: ωB97M-V/def2-TZVPD

As for the net charge: +1. The value obtained for the LUMO energy is -3.80 eV. As for the HOMO energy: -12.9 eV. The SMILES is CCC/C([NH3+])=C/N. As for the gap between HOMO and LUMO: 9.05 eV.

Last column: natural (NBO) charge in e.
CARTESIAN COORDINATES (ANGSTROEM)
C: 1.11 1.04 2.33  -0.61
C: 0.97 1.20 0.79  -0.40
C: 1.02 -0.02 -0.13  -0.44
C: -0.41 -0.35 -0.60  -0.01
C: -0.85 -1.59 -0.33  0.06
N: -1.96 -2.19 -0.93  -0.80
N: -0.85 0.50 -1.75  -0.70
H: 1.13 2.08 2.65  0.23
H: 2.07 0.63 2.63  0.22
H: 0.35 0.51 2.89  0.21
H: 0.14 1.86 0.52  0.18
H: 1.98 1.66 0.59  0.22
H: 1.32 -0.88 0.47  0.24
H: 1.75 0.11 -0.93  0.22
H: -0.65 -2.03 0.66  0.25
H: -1.98 -3.21 -0.94  0.41
H: -2.35 -1.89 -1.81  0.37
H: -0.81 1.57 -1.52  0.45
H: -0.17 0.60 -2.50  0.44
H: -1.82 0.40 -2.09  0.45